C10H15NO | the ωB97M-V functional and the def2-TZVPD basis

```
27
Properties=species:S:1:pos:R:3:forces:R:3
C -2.712 1.473 0.057 0.40 0.12 1.55
C -1.751 2.698 0.010 -0.17 -2.12 -0.70
C -2.793 0.576 -1.133 -1.26 0.63 -2.89
O -3.747 -0.151 -1.381 0.11 -0.45 1.25
N -1.946 0.808 -2.194 0.47 0.44 0.84
H -2.520 0.847 0.938 0.66 -0.13 -0.24
H -3.718 1.781 0.359 -0.14 0.17 -0.77
H -0.761 2.371 -0.308 0.16 -0.15 0.38
H -1.668 3.050 1.033 -0.12 0.88 -0.28
H -2.049 0.243 -3.020 -0.06 -0.05 0.20
H -1.194 1.475 -2.154 0.13 -0.26 0.05
H -2.067 3.318 -0.823 -0.30 0.90 0.61
C 1.545 0.667 -0.498 0.65 0.67 -0.40
C 2.838 -2.759 0.492 0.07 1.11 0.21
C 2.260 -2.782 1.755 -0.28 -1.47 1.17
C 2.555 -1.696 -0.381 -0.16 -0.93 0.39
C 1.716 -0.652 0.142 -0.90 -0.16 0.12
C 1.082 -2.052 2.048 0.60 1.38 -1.05
C 0.873 -0.941 1.230 -0.11 -1.31 1.10
H 3.614 -3.506 0.363 0.02 -0.03 -0.74
H 2.585 -3.543 2.475 -0.03 0.13 -0.32
H 2.865 -1.750 -1.434 0.13 0.37 0.39
H 0.462 -2.170 2.927 0.08 -0.31 0.03
H 1.664 1.468 0.277 0.10 -0.31 -0.94
H 0.594 0.857 -1.017 -0.42 -0.26 0.18
H 0.003 -0.366 1.559 0.17 0.64 -0.57
H 2.269 0.737 -1.323 0.19 0.51 0.42
```
Positions in Å, forces in eV/Å.

Properties
Frontier orbital gap (spin up / spin down) (eV): 2.55 / 7.02
Expectation value of S²: 0.76
ΔE to the lowest compared entry with this formula, charge and spin (kcal per mole): 14.57
Total charge: -1
LUMO (spin up / spin down) (eV): 3.33 / 3.17
Spin multiplicity: 2
E_tot (eV): -14149.314